## P
Here is a single C7H8 molecule from the Open Molecules 2025 dataset. Energies are from the ωB97M-V functional and the def2-TZVPD basis.

Results
2S+1	1
molar mass	92.14	g mol⁻¹
orbital gap	10.3	eV
SMILES string	C#CC1(C=C)CC1
LUMO level	1.048	eV
total charge	0

Atoms and positions in Å:
C: -0.589 0.663 1.093
C: 0.579 -1.423 0.365
C: 0.229 -0.008 0.104
C: -0.006 0.507 -1.249
C: 1.611 -0.357 0.453
C: -1.255 0.517 -1.874
C: -1.287 1.096 2.017
H: 2.325 -0.316 -0.343
H: -2.097 -0.049 -1.382
H: 0.306 -1.953 1.321
H: 0.770 1.204 -1.604
H: 0.772 -2.068 -0.483
H: -1.495 1.098 -2.717
H: -1.896 1.375 2.816
H: 2.033 -0.285 1.481

---

## Q
Here is a single C7H8 molecule from the Open Molecules 2025 dataset. Energies are from the ωB97M-V functional and the def2-TZVPD basis.

Results
2S+1	1
molar mass	92.14	g mol⁻¹
orbital gap	10.2	eV
SMILES string	Cc1ccccc1
LUMO level	1.102	eV
total charge	0

Atoms and positions in Å:
C: -1.561 -0.154 -1.054
C: 0.247 -1.164 0.128
C: -0.976 -1.291 -0.533
C: -1.130 1.096 -0.613
C: 0.763 0.077 0.488
C: 2.144 0.272 1.087
C: -0.023 1.188 0.231
H: 2.877 -0.216 0.445
H: 0.190 2.123 0.721
H: 2.202 -0.039 2.129
H: -2.452 -0.207 -1.666
H: 2.376 1.328 0.937
H: -1.477 2.042 -1.008
H: 0.867 -2.026 0.352
H: -1.439 -2.265 -0.531

---

Which is most stable? The ranking, best first, is Q, P.

---

## P
Here is 2 unconnected molecules or ions with the total composition C7H8 from the Open Molecules 2025 dataset. Energies are from the ωB97M-V functional and the def2-TZVPD basis.

Results
2S+1	1
molar mass	92.14	g mol⁻¹
orbital gap	10.0	eV
SMILES string	C=C1CC1=C.C#C
LUMO level	0.805	eV
total charge	0

Atoms and positions in Å:
C: -0.138 -1.631 1.214
C: -0.568 -0.716 0.356
C: -1.937 -0.526 -0.205
C: 3.037 0.693 -0.008
C: -1.256 0.721 -0.507
C: -0.606 1.714 -0.964
C: 1.853 0.570 -0.225
H: -2.765 -0.429 0.498
H: 0.549 1.594 -0.710
H: -0.721 -2.514 1.456
H: 0.878 -1.606 1.588
H: 4.062 0.836 0.223
H: 0.734 -0.066 -0.043
H: -2.203 -1.154 -1.055
H: -0.920 2.513 -1.617

---

## Q
Here is a single C7H8 molecule from the Open Molecules 2025 dataset. Energies are from the ωB97M-V functional and the def2-TZVPD basis.

Results
2S+1	1
molar mass	92.14	g mol⁻¹
orbital gap	10.9	eV
SMILES string	C#CC[C@H](C)C#C
LUMO level	1.033	eV
total charge	0

Atoms and positions in Å:
C: -0.181 -0.317 0.194
C: -0.391 -1.682 -0.472
C: 2.706 1.566 0.261
C: 1.678 1.248 -0.278
C: -1.432 0.132 0.819
C: 0.404 0.741 -0.795
C: -2.475 0.439 1.338
H: -1.107 -1.605 -1.296
H: 3.610 1.838 0.759
H: 0.558 -2.065 -0.862
H: 0.556 -0.444 0.995
H: -0.302 1.565 -0.943
H: -0.784 -2.398 0.256
H: -3.399 0.699 1.805
H: 0.558 0.283 -1.781

---

## R
Here is a single C7H8 molecule from the Open Molecules 2025 dataset. Energies are from the ωB97M-V functional and the def2-TZVPD basis.

Results
2S+1	1
molar mass	92.14	g mol⁻¹
orbital gap (spin up / spin down)	5.4 / 5.5	eV
LUMO level (spin up / spin down)	-1.533 / -1.444	eV
total charge	0

Atoms and positions in Å:
C: 4.531 -0.515 0.231
C: 0.936 1.213 -0.278
C: 0.218 -1.663 -0.083
C: 2.194 0.578 0.055
C: 3.391 0.057 0.079
C: -0.343 0.698 0.355
C: -0.889 -0.661 -0.120
H: -1.278 -0.685 -1.109
H: -0.335 0.637 1.439
H: 0.921 1.235 -1.390
H: 0.350 -2.096 -1.091
H: -1.236 1.190 0.118
H: -1.729 -0.894 0.533
H: 0.387 -2.407 0.715
H: 1.045 2.180 0.095

---

## S
Here is a single C7H8 molecule from the Open Molecules 2025 dataset. Energies are from the ωB97M-V functional and the def2-TZVPD basis.

Results
2S+1	1
molar mass	92.14	g mol⁻¹
orbital gap	11.0	eV
SMILES string	C#CC[C@H](C)C#C
LUMO level	1.033	eV
total charge	0

Atoms and positions in Å:
C: 0.699 1.496 2.545
C: 0.761 -0.869 -1.697
C: 0.349 0.804 1.624
C: 0.789 -1.838 -2.412
C: -0.063 -0.063 0.512
C: -1.571 0.039 0.254
C: 0.751 0.262 -0.765
H: 0.174 -1.096 0.795
H: 0.829 -2.697 -3.046
H: 0.329 1.151 -1.249
H: -1.844 1.069 -0.002
H: -1.856 -0.616 -0.576
H: 1.783 0.508 -0.493
H: 1.010 2.103 3.367
H: -2.139 -0.252 1.142

---

Which is most stable? The ranking, best first, is S, Q, P, R.

---

## P
Here is a single C7H8 molecule from the Open Molecules 2025 dataset. Energies are from the ωB97M-V functional and the def2-TZVPD basis.

Results
2S+1	1
molar mass	92.14	g mol⁻¹
orbital gap	11.0	eV
SMILES string	C#CC[C@H](C)C#C
LUMO level	1.032	eV
total charge	0

Atoms and positions in Å:
C: 2.191 0.610 2.032
C: 1.019 -0.159 -1.220
C: 0.390 0.383 0.069
C: -2.009 -0.207 -0.267
C: -0.807 -0.490 0.522
C: 1.384 0.496 1.144
C: -2.989 0.091 -0.901
H: 2.906 0.721 2.817
H: 0.002 1.391 -0.127
H: -1.023 -0.301 1.579
H: -3.865 0.356 -1.450
H: 1.821 0.499 -1.568
H: -0.537 -1.550 0.438
H: 0.260 -0.235 -2.006
H: 1.444 -1.153 -1.047

---

## Q
Here is a single C7H8 molecule from the Open Molecules 2025 dataset. Energies are from the ωB97M-V functional and the def2-TZVPD basis.

Results
2S+1	1
molar mass	92.14	g mol⁻¹
orbital gap	9.6	eV
SMILES string	Cc1ccccc1
LUMO level	1.107	eV
total charge	0

Atoms and positions in Å:
C: 0.032 -0.561 0.698
C: -0.074 -1.071 2.131
C: -1.210 0.567 -1.009
C: -1.155 -0.365 0.037
C: -0.038 1.143 -1.497
C: 1.183 0.747 -0.934
C: 1.248 -0.181 0.082
H: -0.937 -0.588 2.600
H: -2.169 -0.529 0.395
H: 0.724 -0.799 2.834
H: 2.003 -0.925 0.327
H: -2.119 1.150 -1.155
H: 2.003 0.995 -1.603
H: -0.038 1.617 -2.474
H: -0.132 -2.155 2.128

---

## R
Here is a single C7H8 molecule from the Open Molecules 2025 dataset. Energies are from the ωB97M-V functional and the def2-TZVPD basis.

Results
2S+1	1
molar mass	92.14	g mol⁻¹
orbital gap (spin up / spin down)	6.6 / 6.9	eV
LUMO level (spin up / spin down)	-0.568 / -0.982	eV
total charge	0

Atoms and positions in Å:
C: -1.205 -0.147 -0.082
C: 1.570 -0.062 -0.005
C: 2.476 -1.075 0.033
C: 1.056 1.383 -0.042
C: -1.770 -1.475 0.008
C: 0.211 0.179 -0.126
C: -2.053 0.995 0.041
H: 1.207 2.104 0.888
H: 1.394 1.966 -1.014
H: -0.946 -2.269 -0.173
H: -1.685 1.944 0.136
H: 3.545 -0.957 0.348
H: 2.208 -2.021 -0.212
H: -2.863 -1.554 -0.060
H: -3.146 0.988 0.262

---

Which is most stable? The ranking, best first, is Q, P, R.

---

## P
Here is a single C7H8 molecule from the Open Molecules 2025 dataset. Energies are from the ωB97M-V functional and the def2-TZVPD basis.

Results
2S+1	1
molar mass	92.14	g mol⁻¹
orbital gap	10.9	eV
SMILES string	C#CC[C@H](C)C#C
LUMO level	0.991	eV
total charge	0

Atoms and positions in Å:
C: -1.813 0.103 0.525
C: 0.333 1.095 -0.146
C: 1.722 0.830 -0.529
C: -0.355 -0.078 0.605
C: -3.003 0.239 0.401
C: 0.047 -1.458 0.074
C: 2.847 0.609 -0.898
H: -0.488 -2.245 0.615
H: -0.060 -0.024 1.660
H: -0.185 -1.551 -0.992
H: -0.240 1.325 -1.053
H: 0.290 1.992 0.483
H: -4.060 0.346 0.292
H: 1.124 -1.603 0.200
H: 3.841 0.420 -1.237

---

## Q
Here is a single C7H8 molecule from the Open Molecules 2025 dataset. Energies are from the ωB97M-V functional and the def2-TZVPD basis.

Results
2S+1	1
molar mass	92.14	g mol⁻¹
orbital gap	8.4	eV
LUMO level	0.586	eV
total charge	0

Atoms and positions in Å:
C: -0.149 -1.482 -0.436
C: 0.357 1.036 -0.650
C: 1.785 0.889 -0.335
C: -0.489 -0.062 -0.028
C: 2.944 0.739 -0.048
C: -1.574 0.179 0.802
C: -2.479 0.009 1.700
H: -1.023 -2.135 -0.355
H: -0.580 0.546 1.364
H: 0.225 -1.523 -1.469
H: -3.533 0.061 1.460
H: 3.970 0.606 0.214
H: -0.002 2.019 -0.334
H: 0.641 -1.887 0.201
H: 0.237 0.999 -1.743

---

Which is most stable? The ranking, best first, is P, Q.

---

## P
Here is 2 unconnected molecules or ions with the total composition Cl2S2 from the Open Molecules 2025 dataset. Energies are from the ωB97M-V functional and the def2-TZVPD basis.

Results
2S+1	1
molar mass	135.04	g mol⁻¹
orbital gap (spin up / spin down)	5.8 / 5.9	eV
LUMO level (spin up / spin down)	-3.666 / -3.666	eV
total charge	0

Atoms and positions in Å:
Cl: -1.344 0.834 2.476
Cl: 1.046 -0.542 -2.412
S: 1.131 -1.239 -0.540
S: -0.832 0.947 0.476

---

## Q
Here is 2 unconnected molecules or ions with the total composition Cl2S2 from the Open Molecules 2025 dataset. Energies are from the ωB97M-V functional and the def2-TZVPD basis.

Results
2S+1	1
molar mass	135.04	g mol⁻¹
orbital gap (spin up / spin down)	4.6 / 4.6	eV
LUMO level (spin up / spin down)	-3.807 / -3.802	eV
total charge	0

Atoms and positions in Å:
Cl: 1.248 -0.133 2.454
Cl: -1.425 -0.003 -0.791
S: -0.845 0.966 -2.319
S: 1.022 -0.831 0.656

---

Which is most stable? The ranking, best first, is P, Q.

---

## P
Here is a single C5H9N3 molecule from the Open Molecules 2025 dataset. Energies are from the ωB97M-V functional and the def2-TZVPD basis.

Results
2S+1	1
molar mass	111.15	g mol⁻¹
orbital gap	9.6	eV
SMILES string	[H]/N=C1/C=C[C@@H](C)N1N
LUMO level	1.020	eV
total charge	0

Atoms and positions in Å:
N: 2.195 -0.376 0.428
N: 0.476 1.907 -0.140
N: 0.301 0.610 -0.487
C: -1.938 0.425 0.773
C: -1.058 0.108 -0.576
C: 0.259 -1.665 0.179
C: 0.986 -0.432 0.094
C: -0.871 -1.391 -0.471
H: -1.523 -2.055 -0.996
H: 0.554 -2.658 0.349
H: 2.669 0.504 0.056
H: 0.965 2.491 -0.801
H: -1.674 1.338 1.290
H: 0.308 2.165 0.798
H: -1.802 -0.218 1.598
H: -1.592 0.656 -1.464
H: -2.976 0.518 0.564

---

## Q
Here is a molecular structure, C5H9N3 from the Open Molecules 2025 dataset. Energies are from the ωB97M-V functional and the def2-TZVPD basis.

Results
2S+1	1
molar mass	111.15	g mol⁻¹
orbital gap	9.0	eV
LUMO level	0.862	eV
total charge	0

Atoms and positions in Å:
N: -0.465 -1.539 -0.308
N: -1.829 0.417 0.147
N: -0.806 1.592 -0.013
C: 1.948 -0.604 -0.166
C: 0.498 -0.753 0.414
C: 0.389 0.673 -0.076
C: -1.584 -0.843 -0.087
C: 1.742 0.880 0.047
H: -1.170 2.032 -1.011
H: -2.621 0.602 0.849
H: 2.207 1.016 1.087
H: 2.225 -1.331 -1.015
H: 0.240 0.417 -1.093
H: 0.521 -1.047 1.413
H: 2.398 -1.167 0.827
H: 2.534 1.550 -0.550
H: -2.595 -1.481 -0.079

---

Which is most stable? The ranking, best first, is P, Q.